*a*
ORCA calculation (wB97M-V/def2-TZVPD) on a 2-piece molecular cluster, C4H12O overall.

Output
**SMILES**: CCO.CC
**HOMO-LUMO gap**: 11.1 eV
**Net charge**: 0

Geometry (Å):
1 C 0.68 -2.40 -0.50
2 C 1.25 -1.97 0.84
3 O 0.53 -0.82 1.27
4 H 1.00 -1.67 -1.26
5 H -0.37 -2.22 -0.51
6 H 1.00 -3.43 -0.88
7 H 1.24 -2.77 1.62
8 H 2.26 -1.54 0.82
9 H 0.07 -0.84 2.17
10 C -1.35 2.78 -0.25
11 C -0.55 1.60 -0.64
12 H -1.88 3.26 -1.08
13 H -2.15 2.54 0.42
14 H -0.84 3.57 0.26
15 H 0.18 1.40 0.06
16 H 0.19 1.69 -1.63
17 H -1.26 0.81 -0.72

*b*
ORCA calculation (wB97M-V/def2-TZVPD) on a 2-piece molecular cluster, C4H12O overall.

Output
**SMILES**: CCC.CO
**HOMO-LUMO gap**: 11.5 eV
**Net charge**: 0

Geometry (Å):
1 C 1.03 0.18 1.32
2 C 1.32 0.47 -0.15
3 C 1.53 -0.81 -0.95
4 H 1.63 -0.68 1.65
5 H 1.27 1.02 1.96
6 H -0.01 -0.10 1.47
7 H 0.47 1.00 -0.59
8 H 2.16 1.16 -0.26
9 H 1.57 -0.61 -2.03
10 H 0.68 -1.46 -0.76
11 H 2.41 -1.33 -0.59
12 C -2.51 0.39 0.06
13 O -2.11 -0.75 -0.67
14 H -3.24 0.98 -0.49
15 H -1.71 1.03 0.43
16 H -2.97 0.00 0.98
17 H -1.51 -0.49 -1.38

*b* is the most stable structure; the next one sits 21.1 kcal/mol above it.

*a*
ORCA calculation (wB97M-V/def2-TZVPD) on C2H3N3O as an isolated structure.

Output
**<S²>**: 2.0256
**2S+1**: 3
**HOMO-LUMO gap (spin up / spin down)**: 9.2 / 6.3 eV
**Net charge**: 0

Geometry (Å):
1 C 1.10 1.17 -0.01
2 C 0.96 -0.97 0.08
3 N 2.28 0.74 0.02
4 N 2.18 -0.65 -0.01
5 N 0.24 0.13 0.01
6 O -1.44 0.54 0.11
7 H 0.93 2.25 -0.06
8 H 0.43 -1.88 0.18
9 H -1.65 0.07 -0.68

*b*
ORCA calculation (wB97M-V/def2-TZVPD) on the molecule C2H3N3O.

Output
**<S²>**: 2.0188
**2S+1**: 3
**HOMO-LUMO gap (spin up / spin down)**: 6.0 / 8.4 eV
**Net charge**: 0

Geometry (Å):
1 C 0.57 0.92 0.39
2 C 1.13 -0.37 0.16
3 N -0.76 1.14 0.14
4 N -2.51 -0.25 -0.18
5 N -1.51 0.21 -0.09
6 O 0.21 -1.33 -0.29
7 H 1.02 1.81 0.74
8 H 2.06 -0.94 0.30
9 H -0.21 -1.19 -1.18

*b* is the most stable structure; the next one sits 6.3 kcal/mol above it.

*a*
ORCA calculation (wB97M-V/def2-TZVPD) on the molecule C6H13N.

Output
**SMILES**: C=CCCCCN
**HOMO-LUMO gap**: 10.2 eV
**Net charge**: 0

Geometry (Å):
1 C -0.09 -1.54 2.14
2 C -1.19 -1.48 1.28
3 C -1.16 -1.07 -0.16
4 C 0.20 -0.79 -0.78
5 C 1.06 0.29 -0.16
6 C 0.38 1.74 -0.21
7 N 0.47 2.21 -1.62
8 H 0.76 -2.02 1.68
9 H -0.25 -1.89 3.16
10 H -2.21 -1.52 1.72
11 H -1.59 -1.95 -0.77
12 H -1.74 -0.24 -0.50
13 H 0.11 -0.31 -1.74
14 H 0.72 -1.76 -1.01
15 H 1.37 0.25 0.88
16 H 1.97 0.28 -0.76
17 H -0.59 1.81 0.15
18 H 0.92 2.44 0.37
19 H -0.38 2.73 -1.99
20 H 1.23 2.84 -1.71

*b*
ORCA calculation (wB97M-V/def2-TZVPD) on the molecule C6H13N.

Output
**HOMO-LUMO gap**: 7.9 eV
**Net charge**: 0

Geometry (Å):
1 C 0.67 -0.37 -1.82
2 C 1.52 0.15 0.49
3 N 0.41 0.35 -0.57
4 C -0.28 1.62 -0.83
5 C 0.14 -0.36 0.73
6 C -0.84 0.33 1.67
7 C -0.17 -1.85 0.65
8 H -0.24 -0.45 -2.43
9 H 1.44 0.18 -2.36
10 H 1.06 -1.36 -1.60
11 H 1.63 1.13 0.98
12 H -1.36 1.46 -0.96
13 H -0.11 2.32 -0.01
14 H 0.13 2.06 -1.75
15 H -0.72 -0.12 2.66
16 H -0.64 1.40 1.79
17 H -1.89 0.19 1.37
18 H 0.51 -2.38 -0.01
19 H -1.21 -2.03 0.34
20 H -0.04 -2.27 1.65

*a* is the most stable structure; the next one sits 27.7 kcal/mol above it.

*a*
ORCA calculation (wB97M-V/def2-TZVPD) on a 2-piece molecular cluster, C6H13N overall.

Output
**HOMO-LUMO gap**: 8.1 eV
**Net charge**: 0

Geometry (Å):
1 C 2.67 -0.30 1.01
2 C 0.23 -0.87 -1.41
3 C 0.48 0.60 -1.63
4 N -0.66 0.20 -0.84
5 C -2.03 0.66 -0.77
6 C -1.18 0.50 0.47
7 C -1.37 -0.67 1.39
8 H 2.34 0.69 1.34
9 H 3.62 -0.20 0.47
10 H 2.83 -0.94 1.88
11 H -0.31 -1.27 -2.29
12 H 1.92 -0.75 0.34
13 H 0.20 1.15 -2.54
14 H 1.28 1.09 -1.06
15 H -2.79 -0.09 -0.98
16 H -2.22 1.66 -1.15
17 H -0.79 1.42 0.90
18 H -2.07 -0.42 2.19
19 H -1.74 -1.53 0.84
20 H -0.41 -0.95 1.84

*b*
ORCA calculation (wB97M-V/def2-TZVPD) on the molecule C6H13N.

Output
**SMILES**: CCC(=CN)CC
**HOMO-LUMO gap**: 6.9 eV
**Net charge**: 0

Geometry (Å):
1 C 1.98 -0.44 -0.71
2 C 0.43 -0.84 -0.58
3 C -0.54 0.24 -0.16
4 C -0.85 1.23 -1.01
5 N 0.06 2.06 -1.55
6 C -0.71 0.23 1.38
7 C -1.27 -1.22 1.77
8 H 2.45 -0.68 0.24
9 H 2.59 -1.24 -1.32
10 H 2.21 0.59 -1.09
11 H 0.07 -1.18 -1.59
12 H 0.42 -1.71 0.13
13 H -1.84 1.38 -1.57
14 H -0.16 2.99 -1.84
15 H 1.03 1.97 -1.10
16 H 0.26 0.59 1.94
17 H -1.64 0.90 1.51
18 H -0.62 -2.11 1.69
19 H -2.07 -1.54 1.07
20 H -1.80 -1.21 2.81

*c*
ORCA calculation (wB97M-V/def2-TZVPD) on the molecule C6H13N.

Output
**SMILES**: CCC/C=C(/C)N
**HOMO-LUMO gap**: 8.8 eV
**Net charge**: 0

Geometry (Å):
1 C 0.18 2.00 -1.17
2 C 0.71 0.58 -1.50
3 C 1.54 0.01 -0.31
4 C 0.67 -0.18 0.91
5 C -0.41 -0.98 0.94
6 C -1.54 -0.75 1.88
7 N -0.51 -2.11 0.11
8 H 0.33 2.72 -1.97
9 H 0.66 2.38 -0.28
10 H -0.87 1.94 -0.91
11 H 1.39 0.60 -2.34
12 H -0.14 -0.07 -1.69
13 H 1.97 -0.92 -0.72
14 H 2.37 0.69 -0.13
15 H 0.89 0.37 1.81
16 H -2.16 0.08 1.51
17 H -2.27 -1.57 1.82
18 H -1.30 -0.47 2.90
19 H -0.05 -1.96 -0.78
20 H -1.47 -2.37 -0.07

*c* is the most stable structure; the next one sits 84.5 kcal/mol above it.

*a*
ORCA calculation (wB97M-V/def2-TZVPD) on a 2-piece molecular cluster, C6H13N overall.

Output
**SMILES**: C=C1[C@@H](C)N1C.C
**HOMO-LUMO gap**: 9.7 eV
**Net charge**: 0

Geometry (Å):
1 C 1.49 -1.22 0.76
2 C 0.40 -0.52 0.46
3 C -0.76 0.26 0.86
4 C -1.16 1.70 0.64
5 N -0.73 -0.64 -0.32
6 C -1.34 -1.96 -0.29
7 H 2.12 -0.93 1.58
8 H 1.78 -2.06 0.13
9 H -1.15 -0.16 1.79
10 H -2.23 1.80 0.86
11 H -0.62 2.39 1.30
12 H -1.01 2.02 -0.40
13 H -0.93 -2.53 -1.13
14 H -1.08 -2.48 0.64
15 H -2.42 -1.88 -0.40
16 C 1.52 1.26 -1.30
17 H 1.69 0.41 -0.64
18 H 0.66 1.07 -1.96
19 H 2.44 1.35 -1.86
20 H 1.33 2.15 -0.70

*b*
ORCA calculation (wB97M-V/def2-TZVPD) on the molecule C6H13N.

Output
**SMILES**: CCN1CCCC1
**HOMO-LUMO gap**: 9.1 eV
**Net charge**: 0

Geometry (Å):
1 C 2.65 -0.07 -0.97
2 C 1.18 -0.63 -1.02
3 N 0.29 0.04 -0.11
4 C -0.75 0.97 -0.53
5 C -1.67 1.04 0.67
6 C -1.68 -0.41 1.20
7 C -0.26 -0.88 0.93
8 H 2.90 -0.13 0.09
9 H 3.27 -0.84 -1.43
10 H 2.78 0.91 -1.40
11 H 1.28 -1.69 -0.82
12 H 0.87 -0.41 -2.05
13 H -0.24 1.94 -0.58
14 H -1.19 0.82 -1.53
15 H -1.28 1.75 1.40
16 H -2.70 1.39 0.57
17 H -1.88 -0.42 2.27
18 H -2.38 -1.04 0.67
19 H 0.38 -1.06 1.79
20 H -0.38 -1.86 0.43

*b* is the most stable structure; the next one sits 43.8 kcal/mol above it.

*a*
ORCA calculation (wB97M-V/def2-TZVPD) on the molecule C6H13N.

Output
**SMILES**: CCN1CCCC1
**HOMO-LUMO gap**: 9.6 eV
**Net charge**: 0

Geometry (Å):
1 C 0.27 -2.55 0.78
2 C 0.71 -1.46 -0.20
3 N -0.14 -0.20 -0.15
4 C -0.44 0.64 -1.35
5 C -1.02 1.91 -0.68
6 C -0.32 1.95 0.69
7 C 0.50 0.64 0.80
8 H -0.46 -3.22 0.24
9 H 1.28 -3.12 0.93
10 H -0.44 -2.28 1.61
11 H 0.56 -2.02 -1.14
12 H 1.78 -1.28 -0.16
13 H 0.49 0.83 -1.94
14 H -1.20 0.04 -1.96
15 H -0.99 2.68 -1.47
16 H -2.01 1.82 -0.28
17 H 0.35 2.78 0.74
18 H -1.15 1.67 1.33
19 H 1.53 1.06 0.46
20 H 0.69 0.09 1.75

*b*
ORCA calculation (wB97M-V/def2-TZVPD) on C6H13N as an isolated structure.

Output
**HOMO-LUMO gap**: 7.7 eV
**Net charge**: 0

Geometry (Å):
1 C -2.54 -0.32 -0.92
2 C -1.15 -0.35 -0.32
3 C -0.35 0.99 -0.36
4 C 1.22 0.68 0.36
5 C 2.99 -0.07 0.10
6 C 1.73 -0.66 -0.14
7 N -1.41 -0.98 0.94
8 H -2.54 0.03 -1.95
9 H -2.95 -1.27 -0.93
10 H -3.19 0.34 -0.34
11 H -0.43 -1.06 -0.79
12 H 0.03 1.36 -1.28
13 H -0.67 1.78 0.37
14 H 1.10 0.87 1.42
15 H 1.67 1.66 0.01
16 H 3.53 0.70 -0.56
17 H 3.52 -0.13 1.19
18 H 1.53 -1.59 0.43
19 H -1.34 -0.28 1.69
20 H -0.74 -1.69 1.10

*c*
ORCA calculation (wB97M-V/def2-TZVPD) on the molecule C6H13N.

Output
**HOMO-LUMO gap**: 5.7 eV
**Net charge**: 0

Geometry (Å):
1 C 3.53 0.76 0.19
2 C 2.63 -0.34 -0.07
3 C 1.13 -0.27 0.31
4 C -0.14 -1.01 -0.02
5 N -1.40 -0.63 0.49
6 C -2.06 0.30 -0.63
7 C -3.46 0.84 -0.22
8 H 4.61 0.85 -0.33
9 H 2.96 1.73 -0.14
10 H 3.69 1.08 1.33
11 H 3.05 -1.35 0.07
12 H 1.46 0.51 -0.50
13 H 0.88 0.15 1.35
14 H -0.09 -2.11 -0.18
15 H -1.68 -1.55 0.16
16 H -1.38 1.10 -0.88
17 H -2.00 -0.50 -1.45
18 H -3.92 0.03 0.37
19 H -4.10 0.96 -1.05
20 H -3.46 1.81 0.41

*d*
ORCA calculation (wB97M-V/def2-TZVPD) on a 2-piece molecular cluster, C6H13N overall.

Output
**HOMO-LUMO gap**: 8.1 eV
**Net charge**: 0

Geometry (Å):
1 C -1.05 1.53 -2.30
2 C 1.40 0.05 -0.55
3 C 0.69 -1.15 -1.13
4 N 0.54 -0.87 0.28
5 C 0.43 -1.73 1.44
6 C -0.59 -0.66 1.16
7 C -0.56 0.63 1.94
8 H -1.90 0.85 -2.16
9 H -0.64 1.39 -3.31
10 H -1.41 2.56 -2.21
11 H 2.44 -0.22 -0.33
12 H -0.26 1.34 -1.57
13 H 1.19 -2.11 -1.31
14 H -0.21 -1.02 -1.73
15 H 1.16 -1.57 2.23
16 H 0.17 -2.77 1.23
17 H -1.55 -0.98 0.76
18 H -1.23 0.57 2.80
19 H 0.45 0.83 2.29
20 H -0.86 1.46 1.29

*a* is the most stable structure; the next one sits 56.3 kcal/mol above it.